# 1
ORCA calculation (ωB97M-V/def2-TZVPD) on the molecule C2H4NP at a distorted geometry.

XYZ file:
```
8
Properties=species:S:1:pos:R:3:lowdin_charge:R:1
C 1.7312 -0.6765 0.1575 -0.3363
C 0.6023 0.0668 -0.1774 -0.4504
N 2.3322 0.4292 0.2061 0.1503
P -1.3066 -0.1815 0.0264 0.7895
H 1.7782 -1.5937 0.7407 0.1032
H 0.4025 0.6161 -1.0940 0.0155
H -1.7003 1.0570 0.3530 -0.1745
H -1.2600 -0.6136 1.4514 -0.0973
```

Properties
spin multiplicity = 1
energy above the lowest of the compared OMol25 structures with the same formula, charge and spin = 3.819 eV
molecular weight = 73.0 g mol⁻¹
gap between HOMO and LUMO = 0.326 Eh



# 2
ORCA calculation (ωB97M-V/def2-TZVPD) on a cluster of 2 separate species, C4H12NO3 in total at a distorted geometry.

XYZ file:
```
20
Properties=species:S:1:pos:R:3:lowdin_charge:R:1
C -0.4092 1.4954 0.7784 -0.2514
O -1.3364 0.9247 1.6856 -0.1157
C -0.3470 0.6754 -0.5396 -0.3398
C 0.3490 -0.7162 -0.3166 -0.5521
C 1.9433 -0.5356 -0.3166 -0.0831
O -0.0425 -1.3590 0.8076 -0.2952
N 0.3644 1.4880 -1.5444 0.0143
H 0.5852 1.6040 1.2370 0.1071
H -0.8554 2.4803 0.6591 0.1033
H -1.3552 0.4346 -0.8984 0.1272
H 0.1882 -1.3374 -1.2294 0.1120
H 2.3971 -1.2200 0.4073 0.0561
H 2.4022 -0.5877 -1.2975 0.0418
H 2.1673 0.3616 0.2750 0.0457
H -1.0430 -0.0179 1.6066 0.0452
H 0.8640 0.8531 -2.1487 0.0426
H 1.0692 2.1012 -1.1631 0.0512
H -2.6920 -1.6878 0.2561 0.0181
H -1.6641 -2.4030 1.0400 0.0087
O -2.5851 -2.5538 0.7015 -0.1359
```

Properties
spin multiplicity = 1
energy above the lowest of the compared OMol25 structures with the same formula, charge and spin = 0.499 eV
molecular weight = 122.1 g mol⁻¹
gap between HOMO and LUMO = 0.284 Eh
charge = -1



# 3
ORCA calculation (ωB97M-V/def2-TZVPD) on a cluster of 2 separate species, C10H10N2O3 in total at a distorted geometry.

XYZ file:
```
25
Properties=species:S:1:pos:R:3:lowdin_charge:R:1
C 3.5647 0.9802 0.2815 -0.2753
C -1.1651 2.1521 -0.3512 -0.0382
C -2.4530 1.7065 -0.5973 -0.0141
C -0.6468 0.0347 0.6416 0.0062
C -0.2305 1.3045 0.2337 -0.2353
C -2.8468 0.4212 -0.2545 -0.2522
C -1.9290 -0.4177 0.4014 -0.2404
C 1.1620 1.7147 0.3914 -0.0414
C 2.2060 0.9222 0.1900 -0.0652
C 1.8756 -1.0316 -0.5862 -0.2999
N 4.7070 0.8011 0.3050 0.1475
N 1.9514 -1.8467 0.5490 0.0609
O -4.0866 -0.0650 -0.5160 0.0812
O -2.3365 -1.6663 0.7577 0.0791
O 2.8312 -1.1245 -1.5552 0.0070
H -0.8829 3.1502 -0.6474 0.1128
H -3.1684 2.3558 -1.0811 0.1148
H 0.0531 -0.6027 1.1611 0.1055
H 1.3179 2.7594 0.6507 0.1211
H 0.8933 -0.9483 -1.0295 0.1272
H 2.9055 -1.9800 0.8696 0.0967
H 1.4840 -2.7409 0.4413 0.0960
H -4.6049 0.5959 -0.9899 0.1117
H -1.6084 -2.1246 1.1928 0.1085
H 3.7184 -0.9953 -1.1831 0.0859
```

Properties
spin multiplicity = 1
energy above the lowest of the compared OMol25 structures with the same formula, charge and spin = 2.630 eV
molecular weight = 206.2 g mol⁻¹
gap between HOMO and LUMO = 0.316 Eh



Copy entry 2 word for word.
ORCA calculation (ωB97M-V/def2-TZVPD) on a cluster of 2 separate species, C4H12NO3 in total at a distorted geometry.

XYZ file:
```
20
Properties=species:S:1:pos:R:3:lowdin_charge:R:1
C -0.4092 1.4954 0.7784 -0.2514
O -1.3364 0.9247 1.6856 -0.1157
C -0.3470 0.6754 -0.5396 -0.3398
C 0.3490 -0.7162 -0.3166 -0.5521
C 1.9433 -0.5356 -0.3166 -0.0831
O -0.0425 -1.3590 0.8076 -0.2952
N 0.3644 1.4880 -1.5444 0.0143
H 0.5852 1.6040 1.2370 0.1071
H -0.8554 2.4803 0.6591 0.1033
H -1.3552 0.4346 -0.8984 0.1272
H 0.1882 -1.3374 -1.2294 0.1120
H 2.3971 -1.2200 0.4073 0.0561
H 2.4022 -0.5877 -1.2975 0.0418
H 2.1673 0.3616 0.2750 0.0457
H -1.0430 -0.0179 1.6066 0.0452
H 0.8640 0.8531 -2.1487 0.0426
H 1.0692 2.1012 -1.1631 0.0512
H -2.6920 -1.6878 0.2561 0.0181
H -1.6641 -2.4030 1.0400 0.0087
O -2.5851 -2.5538 0.7015 -0.1359
```

Properties
spin multiplicity = 1
energy above the lowest of the compared OMol25 structures with the same formula, charge and spin = 0.499 eV
molecular weight = 122.1 g mol⁻¹
gap between HOMO and LUMO = 0.284 Eh
charge = -1



What is the spin multiplicity in the third record? 1



What is the formula in the second record? C4H12NO3